1.
Here is 9 unconnected molecules or ions with the total composition C3H24N2O10 in a non-equilibrium geometry from the OMol25 dataset. Energies are from ωB97M-V/def2-TZVPD.

Geometry as XYZ:
```
39
Properties=species:S:1:pos:R:3:forces:R:3:mulliken_charge:R:1
C 1.1203 2.0797 0.7527 0.47 1.24 -0.54 -0.08
N 0.0468 2.6731 -0.0657 -0.85 -0.77 -2.84 0.10
C 0.3390 2.7698 -1.4634 0.51 2.26 0.77 0.46
O 1.5924 2.3778 -1.8214 0.44 -0.61 0.19 -0.46
O -0.2903 3.4090 -2.3021 0.01 -1.61 1.51 -0.63
C 0.5800 1.4386 2.0657 4.19 3.33 1.37 -0.51
N 1.4125 0.3014 2.4600 1.37 3.55 0.84 -0.57
H 1.7276 1.3188 0.1647 -1.28 0.30 1.09 -0.24
H 1.8346 2.9981 0.7766 -0.65 -1.77 1.16 0.34
H -0.9709 2.7825 0.2011 2.19 -0.35 0.08 0.35
H 2.1838 1.9382 -1.1541 -1.29 0.71 -0.93 0.36
H -0.4400 1.3021 1.9821 -2.03 -0.71 -0.11 0.31
H 0.7697 2.2537 2.9041 -0.86 -1.53 -1.68 0.24
H 0.9495 -0.5081 2.2488 -1.12 -2.79 0.48 0.24
H 1.7789 0.5287 3.4122 -0.68 -1.57 -1.33 0.24
H 1.6470 -1.2968 -1.8589 -0.55 0.75 -0.43 0.36
H 0.6308 -0.4809 -2.6819 -2.20 7.90 -1.65 0.21
O 0.8978 -1.2644 -2.4854 2.81 -8.51 2.24 -0.51
H -2.8492 -1.6048 -0.7947 1.75 1.40 2.78 0.32
H -2.8009 -0.3598 0.1475 -0.21 0.50 -0.06 0.29
O -2.3549 -1.1977 0.0454 -1.51 -1.86 -2.73 -0.61
H 3.0971 -1.9767 -0.0179 0.79 -2.04 0.44 0.28
H 2.3874 -0.7553 0.5312 1.26 -0.71 -2.23 0.31
O 2.8492 -1.1354 -0.3202 -1.97 2.78 1.97 -0.68
H -2.5001 3.0925 2.7773 0.14 0.32 -0.18 0.29
H -1.8226 4.2510 1.9595 -0.09 -0.71 0.49 0.30
O -1.6763 3.3641 2.3485 -0.23 0.55 -0.37 -0.59
H -2.1070 2.3547 -1.2041 -0.47 -0.16 -0.77 0.23
H -2.3378 2.0496 -2.6661 0.37 0.20 -0.54 0.30
O -2.7579 1.9720 -1.8168 -0.25 -0.16 1.17 -0.64
H -1.2038 -3.2472 -2.9494 0.55 -0.13 -1.06 0.28
H -0.0206 -4.0502 -3.2039 1.87 -1.29 1.06 0.31
O -0.6419 -3.5721 -3.6925 -2.49 1.30 -0.09 -0.60
H -1.4169 -3.8050 2.0486 -3.34 -0.47 -1.50 0.30
H -0.6256 -3.6425 3.2243 0.49 0.05 0.37 0.28
O -0.5498 -3.6552 2.2691 2.93 0.47 1.08 -0.57
H 0.4310 -4.9050 -0.1886 -0.02 -0.64 1.76 0.28
H 0.6217 -3.4507 -0.7031 0.10 1.16 0.72 0.28
O 0.4696 -4.3475 -0.9293 -0.15 -0.40 -2.51 -0.59
```
Positions in Å, forces in eV/Å.

## Properties
E_tot in eV: -26953.61419
Relative energy (zero: lowest compared OMol25 entry of this formula, charge and spin) in eV: 3.629
Total charge: 0
HOMO energy in eV: -9.888
Kohn-Sham gap in eV: 9.83
F_max in eV Å⁻¹: 9.23
Structure (SMILES): NCCNC(=O)O.O.O.O.O.O.O.O.O

2.
Here is 2 unconnected molecules or ions with the total composition Cl2H2O2P2 in a non-equilibrium geometry from the OMol25 dataset. Energies are from ωB97M-V/def2-TZVPD.

Geometry as XYZ:
```
8
Properties=species:S:1:pos:R:3:forces:R:3:mulliken_charge:R:1
O -2.6355 -1.4518 0.8228 0.99 -0.19 -0.08 -0.38
O -0.6070 1.1428 0.3296 -4.05 0.14 1.36 -0.49
P 0.5968 0.9785 -0.4034 4.08 6.33 6.39 0.49
P -1.3252 -1.5373 0.1723 -0.52 0.11 0.61 0.58
Cl 0.3468 -1.7740 1.5259 -0.82 -0.17 -0.19 -0.26
Cl 0.7955 0.2223 -1.9523 0.12 -4.78 -10.24 -0.05
H 1.4704 0.1814 0.2238 1.22 -0.31 1.32 0.05
H 1.3582 2.2380 -0.7185 -1.01 -1.14 0.84 0.06
```
Positions in Å, forces in eV/Å.

## Properties
E_tot in eV: -47749.82799
Relative energy (zero: lowest compared OMol25 entry of this formula, charge and spin) in eV: 2.628
Total charge: 0
HOMO energy in eV: -10.481
Kohn-Sham gap in eV: 9.71
F_max in eV Å⁻¹: 11.30
Structure (SMILES): O=[PH2]Cl.O=PCl

3.
Here is 2 unconnected molecules or ions with the total composition C4H12N2S in a non-equilibrium geometry from the OMol25 dataset. Energies are from ωB97M-V/def2-TZVPD.

Geometry as XYZ:
```
19
Properties=species:S:1:pos:R:3:forces:R:3:mulliken_charge:R:1
C 0.0065 1.6037 -0.4586 1.26 -0.52 1.63 -1.78
C 1.4419 -0.0364 1.0008 -0.51 -1.48 -1.62 -1.13
C 0.6183 -0.6034 -1.4605 1.99 0.57 -1.92 -1.24
C 0.4547 0.2134 -0.1828 -2.87 -1.81 1.57 0.99
N -0.9200 -2.0848 0.7434 -0.13 -1.44 1.20 -0.63
N -3.5385 -0.4008 1.3826 -0.10 -0.59 -0.52 -0.37
S -1.2595 -0.5967 0.5458 0.30 1.14 -0.71 0.21
H 0.1886 2.1967 0.3967 0.59 0.95 0.86 0.40
H 0.5151 1.9474 -1.2840 1.23 1.23 -1.85 0.49
H -1.0024 1.7478 -0.6110 -2.50 -0.24 -0.78 0.47
H 1.0723 -1.0817 1.3579 1.41 1.40 -0.40 0.39
H 1.3746 0.6690 1.8558 0.02 -0.21 -0.87 0.32
H 2.4529 -0.0392 0.4743 -0.94 -0.24 1.35 0.34
H 0.2483 -1.6299 -1.5829 0.18 0.13 1.10 0.36
H 0.1054 -0.0934 -2.3572 1.02 -0.29 1.37 0.33
H 1.7719 -0.6478 -1.6303 -1.90 0.04 -0.25 0.30
H -1.5203 -2.4394 1.5068 0.57 0.15 -0.43 0.21
H -3.7347 0.2994 2.0981 0.23 0.50 0.41 0.19
H -1.9085 -0.5865 -0.6578 0.16 0.73 -0.12 0.15
```
Positions in Å, forces in eV/Å.

## Properties
E_tot in eV: -18150.71957
Relative energy (zero: lowest compared OMol25 entry of this formula, charge and spin) in eV: 7.299
Total charge: 0
HOMO energy (alpha / beta) in eV: -8.536 / -8.466
Kohn-Sham gap (alpha / beta) in eV: 7.53 / 7.48
F_max in eV Å⁻¹: 3.74

4.
Here is 2 unconnected molecules or ions with the total composition C34H55ClN3O4 in a non-equilibrium geometry from the OMol25 dataset. Energies are from ωB97M-V/def2-TZVPD.

Geometry as XYZ:
```
97
Properties=species:S:1:pos:R:3:forces:R:3:mulliken_charge:R:1
C -3.5836 -0.2570 9.2621 0.08 0.15 0.01 -0.85
C -3.8895 1.2382 8.6356 -0.54 0.03 0.32 -0.45
C -5.4352 1.3590 8.0366 0.60 -1.07 -0.26 -0.63
C -5.4526 0.9278 6.4284 -0.30 0.54 0.67 -0.45
C -5.4418 2.2180 5.4137 -0.02 -0.41 -0.41 -0.62
C -6.0261 1.7035 3.9700 0.50 -0.70 -0.05 -0.53
C -4.7336 1.1337 3.0951 -0.98 -0.69 0.32 -0.53
C -5.2115 -0.2886 2.3665 1.25 0.40 0.43 -0.51
C -3.8906 -1.0453 1.7136 -0.16 0.53 0.06 -0.65
C -4.2755 -1.8116 0.3147 -0.06 0.06 0.03 -0.43
C -3.1563 -1.4713 -0.8514 0.32 -1.12 0.22 -0.55
C -2.6768 -2.9215 -1.5335 -0.03 1.27 -0.23 -0.50
C -1.4539 -2.7065 -2.6556 -1.66 0.57 1.01 0.61
C -1.4334 -1.2428 -3.3735 4.98 -3.63 -2.13 -0.56
C -0.1349 -1.1316 -4.4300 -2.99 -2.77 3.38 0.45
C 0.1811 0.2135 -5.3090 1.06 -0.53 0.51 -0.29
C -0.4866 1.5970 -4.7411 0.74 0.87 -0.73 -0.57
C 0.7352 2.6954 -4.4272 -0.87 -0.71 0.56 -0.16
C 0.1733 3.9054 -3.4184 1.01 -0.36 -0.43 -0.69
C 0.9772 3.8772 -1.9668 -1.14 -0.41 0.14 0.02
O 1.4378 5.2355 -1.6314 -0.75 -1.89 1.59 -0.35
C 1.5612 5.4287 -0.1741 0.41 1.16 1.04 -0.56
C 0.6985 -2.5329 -4.4105 -0.05 0.12 -0.57 -0.03
C 2.0557 -2.5462 -5.3936 -0.05 -0.82 1.64 -0.23
C 3.3556 -2.9243 -4.4111 0.05 -0.63 -1.25 -0.68
N 4.3420 -1.7676 -4.4649 2.66 -1.74 0.97 0.42
C 4.6409 -1.1958 -3.0970 -0.85 1.24 1.11 -0.35
C 4.9431 0.4198 -3.2583 0.03 0.28 0.50 -0.86
C 5.5917 -2.1079 -5.2472 -0.96 -1.32 -5.74 0.37
C 7.1388 -2.0133 -4.7109 0.55 -0.21 0.40 -0.90
O 5.4186 -2.4886 -6.5322 0.78 1.97 7.63 -0.58
N 0.4927 -3.8064 -3.6975 -0.69 4.43 -1.33 -0.67
N -0.5600 -3.8840 -2.8406 -0.91 4.82 -1.42 0.30
Cl -0.7456 -5.4356 -2.0227 0.05 1.90 -0.88 0.07
H -2.6403 -0.7069 8.7209 -1.83 0.78 1.33 0.22
H -3.3883 -0.1369 10.4242 -0.29 -0.49 -2.51 0.26
H -4.4792 -1.0142 9.1126 1.79 1.65 0.26 0.26
H -3.0944 1.4406 7.7802 -1.75 -0.12 1.84 0.25
H -3.7810 2.0214 9.5166 0.00 -1.53 -2.01 0.30
H -5.9118 2.4262 8.2182 1.03 -2.26 -0.48 0.31
H -6.0734 0.5282 8.5955 1.21 1.99 -1.00 0.28
H -4.4989 0.2753 6.1973 -1.96 1.12 0.49 0.14
H -6.4232 0.2710 6.2576 2.04 1.42 0.14 0.31
H -6.0254 3.1538 5.8161 0.98 -2.02 -0.60 0.37
H -4.3214 2.5491 5.2472 -2.25 -0.49 0.40 0.26
H -6.6750 2.4875 3.3924 1.48 -1.32 1.07 0.34
H -6.7315 0.7573 4.1395 1.42 2.16 -0.21 0.29
H -3.8741 0.9061 3.8822 -1.71 0.35 -1.81 0.25
H -4.3371 1.9136 2.3149 -0.78 -1.52 1.45 0.26
H -5.6587 -0.9535 3.2303 0.64 1.28 -1.97 0.23
H -5.9956 -0.0658 1.5067 1.52 -0.50 1.97 0.22
H -3.3687 -1.7819 2.4946 -1.26 1.59 -1.74 0.24
H -3.1022 -0.1853 1.4887 -1.60 -1.84 0.34 0.28
H -4.3781 -2.9879 0.4880 0.32 2.56 -0.42 0.34
H -5.3418 -1.4344 -0.0587 2.37 -0.83 0.80 0.32
H -2.1693 -1.0228 -0.3763 -2.22 -0.62 -0.97 0.34
H -3.6516 -0.7458 -1.6245 1.17 -1.39 1.41 0.18
H -2.3311 -3.5723 -0.6096 -0.65 1.08 -2.28 0.42
H -3.6322 -3.3401 -2.0780 2.11 0.38 1.06 0.25
H -2.1977 -0.3590 -3.2073 1.66 -2.43 -0.09 0.17
H 1.3630 0.3751 -5.2600 -2.50 -0.57 -0.14 0.13
H -0.0748 0.0336 -6.4475 0.37 0.11 2.41 0.39
H -1.1356 2.0465 -5.6338 1.05 -1.01 2.32 0.19
H -1.0774 1.4968 -3.7372 0.91 -0.06 -2.10 0.20
H 1.5717 2.0794 -3.8592 -1.51 1.41 -1.27 -0.08
H 1.1303 3.1020 -5.4521 -0.62 -0.75 2.11 0.34
H -0.9918 3.7520 -3.2376 2.56 0.55 -0.44 0.29
H 0.4047 4.9274 -3.9534 -0.70 -1.95 1.30 0.31
H 1.8521 3.0868 -1.9363 -1.49 1.66 -0.28 0.02
H 0.1827 3.5077 -1.1639 1.66 0.84 -1.43 0.21
H 2.6466 5.2059 0.2379 -2.10 0.19 -1.06 0.22
H 1.3654 6.5774 0.0608 0.37 -2.46 -0.72 0.23
H 0.7968 4.8184 0.4690 1.28 0.95 -1.47 0.26
H 2.3052 -1.4994 -5.8461 -0.84 -2.10 0.84 0.19
H 1.9627 -3.3768 -6.2168 -0.04 1.78 1.61 0.34
H 3.8893 -3.8594 -4.8695 -1.21 1.67 0.91 0.26
H 3.0261 -3.1714 -3.3120 0.68 0.66 -2.21 0.45
H 3.6484 -1.2732 -2.4395 2.13 0.07 -1.55 0.23
H 5.4642 -1.7765 -2.4892 -1.47 1.17 -1.32 0.23
H 4.2611 1.0213 -2.4859 1.62 -1.36 -1.87 0.05
H 6.0701 0.7104 -3.0127 -2.45 -0.70 -0.64 0.23
H 4.6731 0.7417 -4.3585 0.63 -0.66 2.22 0.34
H 7.8113 -2.7668 -5.3319 -1.85 1.62 1.07 0.33
H 7.6311 -0.9386 -4.8671 -1.44 -2.27 0.40 0.24
H 7.2766 -2.3405 -3.5728 -0.55 0.92 -2.46 0.25
C 4.0379 -1.3912 1.3101 -0.01 -0.30 0.34 -0.27
C 4.4168 -1.9899 2.4434 -0.38 0.01 -0.41 -0.36
C 5.6470 -1.5828 3.1506 0.40 -0.46 0.99 0.30
O 5.9956 -2.1315 4.1869 -0.32 0.43 -0.86 -0.53
C 6.4410 -0.4882 2.5580 0.08 0.33 -0.35 -0.33
C 6.0621 0.1104 1.4247 0.26 -0.05 0.31 -0.40
C 4.8319 -0.2966 0.7175 -0.14 0.33 -0.50 0.36
O 4.4833 0.2521 -0.3188 0.10 -0.33 0.67 -0.48
H 3.1388 -1.6781 0.7785 0.01 0.03 -0.01 0.44
H 3.8448 -2.7938 2.8911 0.05 0.02 0.02 0.40
H 7.3401 -0.2013 3.0896 -0.03 -0.04 0.01 0.41
H 6.6341 0.9143 0.9769 -0.04 -0.02 -0.01 0.44
```
Positions in Å, forces in eV/Å.

## Properties
E_tot in eV: -61305.88983
Relative energy (zero: lowest compared OMol25 entry of this formula, charge and spin) in eV: 9.470
Total charge: +1
HOMO energy in eV: -11.650
Kohn-Sham gap in eV: 6.79
F_max in eV Å⁻¹: 7.92

Among the records above, which one has the highest F_max? Cl2H2O2P2

Which of these has the lowest F_max? C4H12N2S